(1)
{
  "formula": "C2H5NO2",
  "method": "ωB97M-V/def2-TZVPD",
  "smiles": "[H]/N=C(\\O)CO",
  "total_charge": 0,
  "energy_ev": -7738.485,
  "fmax_ev_per_a": 4.679,
  "symbols": ["H", "N", "C", "O", "C", "O", "H", "H", "H", "H"],
  "xyz": [[-0.26, -2.16, -0.61], [0.30, -1.48, -0.09], [-0.43, -0.42, 0.05], [-1.68, -0.41, -0.44], [0.20, 0.83, 0.48], [1.61, 0.70, -0.33], [-2.06, 0.49, -0.46], [0.47, 0.82, 1.53], [-0.30, 1.74, 0.14], [2.15, -0.11, -0.27]],
  "nbo_charge": [0.347, -0.689, 0.516, -0.670, -0.142, -0.775, 0.483, 0.223, 0.203, 0.503]
}

(2)
{
  "formula": "C3H2LiO3Rh",
  "method": "ωB97M-V/def2-TZVPD",
  "s2": 8.7603,
  "total_charge": 1,
  "multiplicity": 6,
  "energy_ev": -12483.880,
  "fmax_ev_per_a": 5.604,
  "symbols": ["O", "O", "C", "C", "O", "C", "Li", "H", "H", "Rh"],
  "xyz": [[1.62, 1.84, 1.59], [1.75, 2.06, -1.14], [1.71, 2.10, -2.50], [1.56, 0.81, -0.46], [1.55, 1.00, -3.08], [2.11, 0.87, 0.78], [1.89, 4.01, -3.31], [2.35, -0.04, 1.35], [0.66, 1.97, 1.13], [1.40, -0.67, -1.94]],
  "nbo_charge": [-0.594, -0.531, 0.280, -0.154, -0.727, -0.008, 0.931, 0.188, 0.456, 1.158]
}

(3)
{
  "formula": "C2H4CoO",
  "method": "ωB97M-V/def2-TZVPD",
  "s2": 6.0174,
  "total_charge": 1,
  "multiplicity": 5,
  "energy_ev": -41800.518,
  "fmax_ev_per_a": 3.514,
  "symbols": ["H", "Co", "C", "H", "H", "C", "O", "H"],
  "xyz": [[-0.77, 0.26, -1.45], [-0.60, 2.76, -0.45], [0.63, -0.02, 0.66], [1.21, 0.73, 0.11], [0.76, -0.13, 1.74], [-0.09, -0.95, -0.01], [-0.90, -0.71, -1.03], [-0.25, -1.94, 0.43]],
  "nbo_charge": [0.466, 0.678, -0.549, 0.215, 0.260, 0.287, -0.586, 0.229]
}

(4)
{
  "formula": "CH2O2S3",
  "method": "ωB97M-V/def2-TZVPD",
  "smiles": "O=S1(=O)S[C@H]1S",
  "total_charge": 0,
  "energy_ev": -37667.797,
  "fmax_ev_per_a": 2.904,
  "symbols": ["O", "S", "O", "S", "C", "S", "H", "H"],
  "xyz": [[1.43, -1.25, 0.48], [0.55, -0.13, 0.89], [0.18, 0.04, 2.24], [1.07, 1.51, -0.19], [-0.58, 0.59, -0.32], [-1.06, -0.45, -1.69], [-1.43, 1.16, -0.06], [-0.15, -1.45, -1.35]],
  "nbo_charge": [-0.871, 1.987, -0.870, -0.005, -0.699, 0.035, 0.256, 0.168]
}

(5)
{
  "formula": "C20H31BEuNO2",
  "method": "ωB97M-V/def2-TZVPD",
  "s2": 15.7606,
  "total_charge": -1,
  "multiplicity": 8,
  "energy_ev": -46830.119,
  "fmax_ev_per_a": 4.649,
  "symbols": ["O", "C", "C", "H", "H", "C", "H", "H", "C", "H", "H", "H", "C", "H", "H", "H", "Eu", "C", "C", "C", "H", "C", "C", "H", "H", "H", "H", "C", "C", "C", "H", "C", "C", "H", "H", "H", "H", "O", "C", "C", "H", "H", "C", "H", "H", "C", "H", "H", "H", "H", "B", "C", "N", "H", "H", "H"],
  "xyz": [[0.47, -1.04, -1.84], [0.96, -2.40, -1.40], [0.59, -3.09, -2.69], [0.42, -2.78, -0.53], [2.04, -2.36, -1.23], [0.31, -1.66, -3.20], [-0.30, -3.72, -2.63], [1.39, -3.64, -3.18], [-1.10, -1.54, -3.77], [-1.82, -1.96, -3.05], [-1.10, -2.14, -4.71], [-1.35, -0.49, -3.99], [1.38, -1.17, -4.19], [2.39, -1.40, -3.82], [1.30, -0.09, -4.38], [1.20, -1.69, -5.14], [0.38, 0.76, -0.55], [2.14, 3.61, 1.59], [2.26, 2.68, 2.65], [2.82, 1.49, 2.12], [1.96, 2.84, 3.69], [3.04, 1.68, 0.72], [2.60, 3.00, 0.40], [2.64, 3.47, -0.59], [1.76, 4.63, 1.70], [3.01, 0.57, 2.68], [3.50, 0.96, 0.02], [-1.28, 3.73, 0.89], [-0.46, 3.93, -0.24], [-0.84, 2.99, -1.26], [0.27, 4.72, -0.34], [-1.92, 2.18, -0.71], [-2.17, 2.66, 0.62], [-2.96, 2.31, 1.27], [-1.27, 4.32, 1.80], [-0.45, 2.95, -2.27], [-2.50, 1.43, -1.26], [-2.23, -3.55, 0.24], [-1.94, -2.17, 0.37], [-0.79, -1.99, 1.40], [-2.79, -1.52, 0.64], [-1.66, -1.85, -0.63], [-0.34, -3.42, 1.83], [-1.15, -1.44, 2.28], [0.05, -1.41, 0.94], [-1.44, -4.31, 1.27], [-0.28, -3.52, 2.92], [0.60, -3.76, 1.42], [-2.18, -4.60, 2.05], [-1.13, -5.26, 0.81], [-0.77, 2.51, 3.90], [-0.45, 1.52, 2.75], [-0.24, 0.73, 1.91], [-1.95, 2.73, 3.92], [-0.19, 3.59, 3.83], [-0.42, 2.00, 4.95]],
  "lowdin_spin": [-0.006, 0.003, 0.000, 0.000, 0.001, 0.002, 0.000, 0.000, 0.001, 0.000, 0.000, 0.000, 0.001, 0.000, 0.001, 0.000, 7.030, 0.000, -0.002, 0.000, 0.000, -0.004, -0.003, 0.000, 0.000, 0.000, 0.001, -0.003, -0.005, -0.005, 0.000, -0.004, -0.004, 0.000, 0.000, 0.001, 0.001, 0.000, 0.001, 0.001, 0.000, 0.001, 0.000, 0.000, 0.001, 0.000, 0.000, 0.000, 0.000, 0.000, 0.000, 0.000, -0.010, 0.000, 0.000, 0.000]
}